# C61H143BN9O27

A 11-piece molecular cluster, C61H143BN9O27 overall at a distorted geometry (ωB97M-V/def2-TZVPD, the Open Molecules 2025 dataset).

Positions of all 241 atoms, in Å:
O -0.129543 -3.636217 0.784236
C -0.299613 -2.425007 0.710656
O 0.048357 -1.629457 -0.278844
B -0.134153 -0.202337 0.114866
O -0.831443 -0.257407 1.414186
C -0.941633 -1.595297 1.806206
O -1.523113 -2.085177 2.789616
O -0.961793 0.430633 -0.902354
C -0.255913 1.388713 -1.485064
O -0.660503 2.131543 -2.406544
C 1.163217 1.413973 -0.816574
O 1.110197 0.580833 0.212276
O 2.097037 2.163913 -1.141954
C -2.769903 -5.059207 5.202006
C -3.699613 -4.177957 6.033576
C -4.873913 -3.660577 5.216116
O -4.096183 -4.982797 7.053906
H -3.379343 -5.810187 4.699296
H -1.882853 -5.450477 5.700136
H -2.324863 -4.409317 4.448556
H -3.213773 -3.312107 6.483416
H -5.613933 -4.449607 5.082366
H -4.587653 -3.183607 4.278746
H -5.370363 -2.832167 5.721466
H -3.442113 -4.985167 7.756606
C 1.694177 4.799523 8.444436
O 0.422387 4.380843 8.879786
C 0.380827 3.154283 9.496326
C -1.095653 2.817183 9.801056
N -1.815683 2.622343 8.588126
C -1.654233 1.297703 7.919416
C -2.434593 1.251553 6.622006
O -2.562103 -0.103257 6.294206
C -2.996053 -0.357587 4.961346
H 1.862447 5.872513 8.352376
H 1.965407 4.391743 7.470656
H 2.484057 4.502903 9.134516
H 0.977967 3.297553 10.396876
H 0.816207 2.394723 8.847016
H -1.480303 3.678493 10.347206
H -1.280333 1.984043 10.479196
H -1.542423 3.393743 7.996206
H -2.064593 0.512543 8.554406
H -0.585493 1.109703 7.816656
H -1.894553 1.773613 5.832126
H -3.421633 1.691493 6.764466
H -2.221923 0.015463 4.290786
H -4.027113 -0.062327 4.766816
H -3.040103 -1.439577 4.837006
C -8.423393 -5.354267 2.961446
O -7.026783 -5.028967 2.919066
C -6.451033 -5.154837 1.617766
C -4.971913 -4.845347 1.613896
N -4.416063 -5.155977 0.299646
C -2.937033 -4.985287 0.331686
C -2.445793 -5.258467 -1.141634
O -2.619943 -6.617417 -1.584924
C -2.361573 -6.775207 -2.942754
H -8.786903 -5.168757 3.972166
H -8.653933 -6.393447 2.726796
H -8.928813 -4.709127 2.242806
H -6.928813 -4.526667 0.865956
H -6.617363 -6.186087 1.306386
H -4.588103 -5.334417 2.509226
H -4.854673 -3.775187 1.784506
H -4.589283 -6.142117 0.166886
H -2.443513 -5.636927 1.052736
H -2.578123 -3.985017 0.574046
H -1.378883 -5.040657 -1.190244
H -2.946603 -4.559627 -1.811644
H -2.703993 -7.762257 -3.253514
H -1.330933 -6.561037 -3.225624
H -2.940723 -6.051397 -3.516144
C -2.248663 5.366773 -7.886664
O -2.510813 4.379903 -6.852294
C -1.530473 3.311173 -6.853264
C -2.181943 2.044023 -6.217334
N -2.531423 2.298483 -4.796384
C -3.250333 1.107933 -4.293334
C -4.691433 0.985723 -4.972104
O -5.452023 2.196433 -4.962884
C -6.698303 2.041543 -5.721874
H -2.170783 4.875223 -8.856414
H -1.311253 5.890123 -7.698334
H -3.002973 6.145763 -7.997524
H -0.578033 3.525303 -6.368394
H -1.329083 2.994503 -7.876624
H -1.488843 1.217263 -6.372834
H -3.127203 1.851523 -6.724804
H -1.643983 2.287143 -4.314284
H -3.329673 1.130503 -3.206464
H -2.656623 0.202303 -4.417654
H -5.265063 0.149163 -4.573074
H -4.588543 0.674653 -6.011694
H -7.526013 1.664543 -5.121154
H -6.641943 1.405333 -6.605134
H -7.074733 2.996703 -6.088034
C 10.037407 1.938563 -5.080494
O 9.753307 2.114163 -3.649574
C 9.291437 3.454073 -3.319134
C 9.017367 3.448233 -1.813354
N 7.820887 2.700573 -1.470174
C 6.554807 3.291553 -1.915944
C 5.368557 2.253993 -1.762054
O 5.534437 1.124293 -2.584914
C 4.569597 0.108963 -2.516714
H 9.256727 2.524853 -5.565154
H 10.022837 0.891833 -5.384244
H 11.033837 2.343003 -5.258404
H 8.357977 3.724643 -3.812634
H 9.992207 4.223933 -3.642174
H 9.019917 4.450873 -1.385804
H 9.786207 2.954663 -1.218904
H 7.990217 1.786753 -1.865604
H 6.511147 3.512513 -2.982424
H 6.439787 4.265573 -1.440394
H 4.416127 2.754053 -1.937864
H 5.312857 1.895683 -0.734134
H 4.411367 -0.274527 -1.508754
H 4.809987 -0.757627 -3.132614
H 3.602997 0.463053 -2.875054
C 2.508167 -9.655107 6.643636
O 1.977127 -8.838637 5.568546
C 2.637667 -7.569697 5.567276
C 1.964837 -6.692177 4.503896
N 2.496487 -5.282947 4.555966
C 1.708557 -4.404287 3.726076
C 1.952027 -3.011457 4.179286
O 3.221817 -2.553017 3.704736
C 3.361607 -1.212387 4.066076
H 3.597677 -9.668887 6.673116
H 2.107807 -10.668767 6.660826
H 2.280337 -9.185797 7.600686
H 3.667227 -7.700487 5.234116
H 2.496607 -7.092047 6.536846
H 0.886067 -6.740077 4.652446
H 2.317337 -7.122547 3.566546
H 3.431847 -5.414037 4.198166
H 0.624647 -4.510297 3.770916
H 1.854077 -4.580707 2.660336
H 1.984537 -2.929707 5.265726
H 1.152957 -2.375237 3.798726
H 3.133227 -0.974857 5.105076
H 2.833487 -0.527327 3.402836
H 4.380487 -0.868137 3.888666
C -0.466163 3.016813 -11.053974
O -0.108043 2.298613 -9.842584
C -0.123123 0.883413 -9.917124
C 0.627397 0.162103 -8.829444
N 2.046027 0.565073 -8.826704
C 2.818157 -0.059657 -7.738664
C 2.379807 0.484523 -6.386984
O 1.235687 -0.239087 -5.855834
C 0.725427 0.408333 -4.681224
H -0.368433 4.080903 -10.838864
H -1.510013 2.856083 -11.323494
H 0.045297 2.670403 -11.952034
H 0.292147 0.516693 -10.855824
H -1.160973 0.590213 -9.758994
H 0.569787 -0.926027 -8.802054
H 0.094007 0.340463 -7.895754
H 2.183357 1.564033 -8.769104
H 3.834797 0.226463 -8.008254
H 2.537337 -1.107447 -7.845304
H 2.145577 1.529353 -6.590844
H 3.134957 0.358513 -5.611114
H 1.324927 0.273833 -3.780894
H -0.271973 0.018273 -4.478394
H 0.645247 1.486343 -4.821074
C 5.735017 -7.016427 3.266136
O 4.651907 -6.325087 2.691556
C 4.453007 -6.443077 1.276856
C 3.533357 -5.370467 0.722596
N 4.059957 -4.085157 0.975396
C 3.302847 -2.918647 0.459276
C 3.008857 -3.041057 -1.042534
O 4.214977 -3.219857 -1.731044
C 4.060817 -3.326237 -3.128094
H 5.879597 -6.600597 4.263266
H 6.660287 -6.892377 2.703476
H 5.509627 -8.079777 3.347296
H 3.962627 -7.398857 1.092156
H 5.343697 -6.542587 0.656476
H 2.553377 -5.420507 1.197196
H 3.410457 -5.496877 -0.353054
H 4.134167 -3.993047 1.978446
H 3.984537 -2.068127 0.455676
H 2.418297 -2.799127 1.084886
H 2.561587 -2.096717 -1.352824
H 2.251387 -3.776147 -1.314534
H 3.692807 -4.318497 -3.389044
H 5.029607 -3.277997 -3.625284
H 3.344877 -2.592777 -3.498994
C 1.613117 4.638403 -3.954964
O 0.300197 4.592153 -4.491864
C -0.372833 5.783313 -4.303984
C -1.122493 5.943063 -3.013594
N -2.227543 5.001863 -2.900084
C -3.080513 5.382063 -1.801494
C -3.961083 4.236023 -1.258744
O -4.539013 3.456923 -2.290394
C -5.183473 2.343563 -1.719854
H 2.036637 3.634073 -3.947634
H 1.656667 4.942523 -2.909154
H 2.253137 5.318233 -4.517374
H -1.009413 6.012753 -5.158524
H 0.364627 6.580533 -4.397244
H -1.488673 6.968613 -2.965884
H -0.521323 5.777743 -2.119524
H -1.775883 4.127983 -2.671094
H -3.777953 6.080873 -2.263384
H -2.612643 5.853713 -0.937354
H -4.837793 4.546013 -0.690074
H -3.323323 3.578983 -0.667414
H -5.583293 1.671023 -2.478764
H -5.982443 2.514073 -0.998284
H -4.454613 1.729993 -1.190324
C -2.311833 8.606293 5.373676
O -2.668173 7.432393 4.593706
C -2.652283 6.251433 5.427586
C -2.745453 4.993203 4.577106
N -1.459433 4.726403 3.973386
C -1.564683 3.498553 3.159426
C -2.244523 3.601993 1.788076
O -1.714603 4.713693 1.062156
C -0.356623 4.475873 0.695526
H -2.761103 9.461083 4.868116
H -1.238543 8.786043 5.435566
H -2.812383 8.605033 6.341946
H -3.498873 6.376103 6.102746
H -1.796163 6.204163 6.100586
H -3.581903 5.136023 3.892966
H -2.955123 4.147633 5.232196
H -1.200153 5.539473 3.433226
H -2.006243 2.621063 3.631796
H -0.559713 3.091183 3.049026
H -3.297423 3.827773 1.956996
H -2.119533 2.646373 1.278896
H -0.130693 3.482623 0.307576
H 0.283307 4.631223 1.564116
H -0.014283 5.238353 -0.004144

Atoms 1-2, force components in eV/Å:
O -0.3 2.0 -0.3
C 0.8 -2.0 -0.1

Computed properties:
Highest occupied orbital energy in hartree: -0.223
ΔE to the lowest compared entry with this formula, charge and spin in eV: 0.000
LUMO in eV: 2.06
Orbital gap in eV: 8.1
Charge: -1
Spin multiplicity: 1

Atom charges from the Mulliken analysis, given in e for atoms 1 to 99: number 1, O, carries -0.52; number 2, C, carries 0.24; number 3, O, carries -0.73; number 4, B, carries 1.21; number 5, O, carries -0.32; number 6, C, carries 0.56; number 7, O, carries -0.48; number 8, O, carries -0.65; number 9, C, carries 0.36; number 10, O, carries 0.29; number 11, C, carries 0.50; number 12, O, carries -0.46; number 13, O, carries -0.70; number 14, C, carries -0.68; number 15, C, carries 0.54; number 16, C, carries -1.16; number 17, O, carries -0.60; number 18, H, carries 0.21; number 19, H, carries 0.42; number 20, H, carries -0.12; number 21, H, carries 0.19; number 22, H, carries 0.36; number 23, H, carries 0.14; number 24, H, carries 0.41; number 25, H, carries 0.38; number 26, C, carries -0.84; number 27, O, carries -0.31; number 28, C, carries -0.44; number 29, C, carries -0.81; number 30, N, carries -0.23; number 31, C, carries -0.51; number 32, C, carries -0.22; number 33, O, carries -0.27; number 34, C, carries 0.04; number 35, H, carries 0.26; number 36, H, carries 0.30; number 37, H, carries 0.36; number 38, H, carries 0.45; number 39, H, carries 0.36; number 40, H, carries 0.30; number 41, H, carries 0.42; number 42, H, carries 0.16; number 43, H, carries 0.30; number 44, H, carries 0.18; number 45, H, carries 0.00; number 46, H, carries 0.32; number 47, H, carries 0.13; number 48, H, carries 0.29; number 49, H, carries -0.33; number 50, C, carries -0.81; number 51, O, carries -0.15; number 52, C, carries -0.79; number 53, C, carries 0.00; number 54, N, carries -0.31; number 55, C, carries 0.00; number 56, C, carries -0.64; number 57, O, carries -0.34; number 58, C, carries -0.77; number 59, H, carries 0.22; number 60, H, carries 0.32; number 61, H, carries 0.32; number 62, H, carries 0.36; number 63, H, carries 0.37; number 64, H, carries -0.02; number 65, H, carries 0.15; number 66, H, carries 0.28; number 67, H, carries 0.40; number 68, H, carries -0.24; number 69, H, carries 0.32; number 70, H, carries 0.42; number 71, H, carries 0.27; number 72, H, carries 0.28; number 73, H, carries 0.33; number 74, C, carries -0.82; number 75, O, carries -0.37; number 76, C, carries 0.09; number 77, C, carries -1.34; number 78, N, carries 0.30; number 79, C, carries 0.15; number 80, C, carries -1.41; number 81, O, carries -0.18; number 82, C, carries -0.93; number 83, H, carries 0.24; number 84, H, carries 0.28; number 85, H, carries 0.30; number 86, H, carries -0.03; number 87, H, carries 0.30; number 88, H, carries 0.47; number 89, H, carries 0.48; number 90, H, carries -0.36; number 91, H, carries -0.03; number 92, H, carries 0.49; number 93, H, carries 0.49; number 94, H, carries 0.67; number 95, H, carries 0.33; number 96, H, carries 0.34; number 97, H, carries 0.26; number 98, C, carries -0.69; number 99, O, carries -0.34